No. 1
C23H29F4LaN8O3 | the ωB97M-V functional and the def2-TZVPD basis

```
! RIJCOSX wB97M-V def2-TZVPD def2/J DEFGRID3
* xyz 2 1
La -0.4105 0.6795 0.2069
N 1.7692 -0.1315 1.4549
C 3.0108 0.4541 0.8454
C 3.3926 -0.2041 -0.4738
C 2.5328 0.1336 -1.6805
N 1.1302 -0.3438 -1.5126
H 1.7274 0.1702 2.4243
H 1.9044 -1.1363 1.5161
H 3.8366 0.3444 1.5408
H 2.8551 1.5284 0.7005
H 3.4312 -1.2935 -0.3375
H 4.4148 0.0979 -0.7051
H 2.9811 -0.3089 -2.5660
H 2.5093 1.2133 -1.8280
H 1.1495 -1.3552 -1.4116
H 0.6135 -0.1913 -2.3741
C -3.9292 0.9966 -2.5901
C -2.7857 0.0314 -2.3993
C -2.9807 -1.2702 -3.1362
O -1.5180 0.6705 -2.7860
C -2.4237 -0.1816 -0.9268
O -2.7211 0.6898 -0.0673
O -1.5302 -1.0474 -0.6578
H -4.1221 1.1293 -3.6580
H -3.7145 1.9691 -2.1463
H -4.8426 0.6093 -2.1295
H -2.9782 -1.0803 -4.2141
H -3.9514 -1.7068 -2.8829
H -2.1967 -1.9882 -2.8972
H -1.5151 0.7804 -3.7453
C -0.0670 4.8855 1.1194
C -1.1930 4.5276 0.1588
C -1.2251 5.4931 -1.0214
C -2.5393 4.5201 0.8687
N -1.0018 3.1167 -0.3420
N 0.1743 2.8983 -1.1498
H -0.2998 5.8337 1.6064
H 0.8931 5.0354 0.6088
H 0.0514 4.1315 1.9000
H -1.4182 6.5062 -0.6640
H -2.0250 5.2363 -1.7270
H -0.2730 5.5263 -1.5605
H -2.7724 5.5248 1.2234
H -2.5341 3.8571 1.7346
H -3.3480 4.2107 0.1949
H -1.7990 2.9244 -0.9422
H 0.9194 3.4364 -0.7199
H 0.0414 3.2912 -2.0725
F -1.6248 -1.0386 2.1558
C -2.8313 -1.3028 2.6888
C -3.2838 -2.5472 2.5753
F -2.5389 -3.4306 1.9518
C -4.5772 -2.9494 3.1176
C -5.3085 -1.8844 3.7890
C -4.8401 -0.6392 3.8856
F -5.5609 0.2707 4.5150
C -3.5664 -0.2391 3.3344
C -3.1140 1.0455 3.4206
C -1.8365 1.4000 2.8691
N -0.8188 1.6482 2.3981
C -3.8355 2.1574 3.9791
N -4.3256 3.1289 4.3575
F -6.4742 -2.1588 4.3218
C -5.0564 -4.2043 2.9971
C -4.3313 -5.2583 2.3255
N -3.8040 -6.1326 1.7960
C -6.3391 -4.6165 3.5102
N -7.3636 -5.0076 3.8581
*
```

M = 680.44 g/mol
relative energy (zero: lowest compared OMol25 entry of this formula, charge and spin) = 0.0 kJ/mol
HOMO level (alpha / beta) = -0.533 / -0.533 Eh
gap between HOMO and LUMO (alpha / beta) = 6.354 / 6.350 eV

***

No. 2
C23H29FN2O2 | the ωB97M-V functional and the def2-TZVPD basis

```
! RIJCOSX wB97M-V def2-TZVPD def2/J DEFGRID3
* xyz 0 1
C -6.7878 -1.4519 2.1977
H -6.9249 -2.5316 2.0766
O -5.6313 -0.9979 1.5413
C -5.5403 -1.1511 0.1879
C -6.5291 -1.7299 -0.5962
C -6.3612 -1.8397 -1.9669
C -5.2062 -1.3753 -2.5676
C -4.2186 -0.7969 -1.7921
C -4.3600 -0.6674 -0.4146
C -3.3260 -0.0766 0.4247
C -2.3746 0.7589 0.0182
C -1.3369 1.3496 0.9173
N -0.0216 1.2597 0.3049
C 0.9821 2.0155 1.0282
H 0.6328 3.0437 1.1445
C 2.3001 2.0123 0.2397
N 2.7786 0.6654 -0.0383
C 3.4440 0.0169 1.0788
C 4.2631 -1.1513 0.5955
C 5.0441 -1.0169 -0.5471
C 5.8127 -2.0682 -1.0082
C 5.7953 -3.2604 -0.3066
C 5.0305 -3.4247 0.8321
C 4.2626 -2.3616 1.2751
H 3.6573 -2.4796 2.1623
H 5.0383 -4.3689 1.3535
F 6.5457 -4.2940 -0.7486
H 6.4212 -1.9769 -1.8942
H 5.0308 -0.0772 -1.0761
H 2.7523 -0.3236 1.8660
H 4.1203 0.7509 1.5308
C 1.7290 -0.1466 -0.6300
C 0.4166 -0.1161 0.1582
H -0.3504 -0.6726 -0.3846
H 0.5513 -0.6007 1.1441
H 2.0904 -1.1733 -0.7164
H 1.5392 0.2378 -1.6348
H 3.0676 2.5198 0.8354
C 2.1429 2.7871 -1.0776
H 1.1432 2.6290 -1.4800
C 2.3767 4.2858 -0.8841
H 1.6743 4.6947 -0.1548
O 3.6556 4.5786 -0.3724
H 4.3138 4.1741 -0.9492
H 2.2206 4.8063 -1.8408
H 2.8745 2.4011 -1.7917
H 1.1541 1.6000 2.0394
H -1.5551 2.4151 1.0586
H -1.3679 0.8623 1.9091
H -2.3036 1.0777 -1.0118
H -3.3880 -0.3404 1.4722
H -3.3085 -0.4518 -2.2582
H -5.0729 -1.4675 -3.6348
H -7.1403 -2.2945 -2.5606
H -7.4385 -2.1015 -0.1505
H -6.6345 -1.2263 3.2522
H -7.6831 -0.9295 1.8449
*
```

M = 384.50 g/mol
relative energy (zero: lowest compared OMol25 entry of this formula, charge and spin) = 161.9 kJ/mol
HOMO level = -0.299 Eh
gap between HOMO and LUMO = 8.910 eV
structure (SMILES) = COc1ccccc1/C=C/CN1CCN(Cc2ccc(F)cc2)[C@@H](CCO)C1

***

No. 3
C23H29N2O2 | the ωB97M-V functional and the def2-TZVPD basis

```
! RIJCOSX wB97M-V def2-TZVPD def2/J DEFGRID3
* xyz 1 1
C 1.2850 -5.0750 1.2051
H 0.9356 -5.9977 0.7517
H 1.2646 -5.1913 2.2872
H 2.3116 -4.9006 0.8937
C 0.4036 -3.9105 0.7749
C -1.0606 -4.1411 1.2036
N -1.8249 -2.9000 1.2098
H -2.5455 -2.9616 1.9167
C -2.4216 -2.4866 -0.0499
H -2.7928 -3.3316 -0.6475
H -3.2708 -1.8416 0.1840
C -1.4169 -1.6847 -0.8927
N -0.6246 -0.8317 0.0037
H -1.2365 -0.1988 0.5692
C 0.3518 0.0490 -0.6675
C 0.8849 1.1044 0.2757
C 0.0458 1.7118 1.1900
C 0.5154 2.6954 2.0774
C 1.8216 3.0806 2.0435
C 2.7118 2.5158 1.1085
C 4.0573 2.9361 1.0568
C 4.9217 2.4107 0.1395
C 4.4647 1.4454 -0.7680
C 3.1674 1.0123 -0.7381
C 2.2452 1.5195 0.2049
H 2.8587 0.2815 -1.4683
H 5.1471 1.0429 -1.5009
H 5.9495 2.7357 0.1022
H 4.3869 3.6886 1.7571
H 2.1891 3.8283 2.7292
H -0.1758 3.1211 2.7885
O -1.2941 1.3318 1.2942
C -2.2354 2.3057 0.8146
C -2.2336 2.3232 -0.6904
C -1.3224 3.1151 -1.3794
C -1.2592 3.0634 -2.7615
C -2.1053 2.2221 -3.4655
C -3.0192 1.4338 -2.7851
C -3.0786 1.4796 -1.4026
H -3.7996 0.8732 -0.8717
H -3.6906 0.7889 -3.3320
H -2.0603 2.1882 -4.5429
H -0.5530 3.6857 -3.2888
H -0.6649 3.7761 -0.8337
H -3.2002 1.9826 1.2107
H -1.9903 3.2921 1.2176
H -0.1419 0.5367 -1.5159
H 1.1611 -0.5731 -1.0479
H -1.9489 -1.0650 -1.6181
H -0.7395 -2.3465 -1.4349
H -0.1218 -1.4761 0.6733
H -1.0569 -4.5284 2.2249
H -1.5030 -4.9072 0.5522
H 0.4698 -3.7942 -0.3111
O 0.8842 -2.6756 1.2974
H 0.9545 -2.7580 2.2566
*
```

M = 365.50 g/mol
relative energy (zero: lowest compared OMol25 entry of this formula, charge and spin) = 0.0 kJ/mol
HOMO level = -0.403 Eh
gap between HOMO and LUMO = 8.819 eV
structure (SMILES) = C[C@H](O)CNCC[NH2+]Cc1c(OCc2ccccc2)ccc2ccccc12

***

No. 4
C23H29N3O2 | the ωB97M-V functional and the def2-TZVPD basis

```
! RIJCOSX wB97M-V def2-TZVPD def2/J DEFGRID3
* xyz 0 1
C 3.3296 -0.7761 -1.0178
H 4.3184 -0.4678 -0.6637
O 2.3328 0.1300 -0.6133
C 2.0905 0.2657 0.7343
C 2.7836 -0.3913 1.7343
C 2.4452 -0.1859 3.0637
C 1.4086 0.6617 3.3968
C 0.7154 1.3369 2.4058
C 1.0583 1.1604 1.0752
N 0.4588 1.8586 0.0214
C -0.6457 2.6522 0.0403
O -1.3252 2.8531 1.0247
C -0.9654 3.2810 -1.3272
N -1.9068 2.5145 -2.1300
C -2.9904 1.8545 -1.4345
C -2.6516 0.4236 -0.9943
N -2.2314 -0.3435 -2.1515
C -1.0480 0.2487 -2.7435
C -1.3915 1.6767 -3.1870
H -0.5191 2.1533 -3.6399
H -2.1792 1.6080 -3.9461
H -0.7629 -0.3422 -3.6183
H -0.1964 0.2611 -2.0413
C -2.1050 -1.7729 -1.8993
C -0.9457 -2.1693 -1.0285
C -1.0347 -2.3246 0.2902
C 0.0421 -2.7249 1.1868
C -0.0866 -2.4932 2.5563
C 0.8925 -2.9019 3.4403
C 2.0203 -3.5571 2.9755
C 2.1625 -3.7945 1.6184
C 1.1843 -3.3850 0.7329
H 1.2906 -3.6060 -0.3194
H 3.0370 -4.3136 1.2506
H 2.7826 -3.8867 3.6661
H 0.7728 -2.7154 4.4974
H -0.9643 -1.9821 2.9249
H -1.9900 -2.1549 0.7729
H 0.0041 -2.2854 -1.5328
H -3.0432 -2.0996 -1.4425
H -2.0083 -2.2595 -2.8761
H -3.5493 -0.0398 -0.5782
H -1.8791 0.4412 -0.2071
H -3.2732 2.4467 -0.5650
H -3.8389 1.8090 -2.1257
C -1.5345 4.6848 -1.0943
H -1.8594 5.1079 -2.0401
H -2.3819 4.6323 -0.4173
H -0.7788 5.3271 -0.6489
H -0.0374 3.3706 -1.9032
H 0.9257 1.7112 -0.8638
H -0.0885 2.0092 2.6534
H 1.1382 0.8110 4.4305
H 3.0008 -0.7000 3.8326
H 3.5869 -1.0689 1.4950
H 3.3170 -0.7611 -2.1071
H 3.1140 -1.7879 -0.6623
*
```

M = 379.50 g/mol
relative energy (zero: lowest compared OMol25 entry of this formula, charge and spin) = 263.7 kJ/mol
HOMO level = -0.288 Eh
gap between HOMO and LUMO = 8.470 eV
structure (SMILES) = COc1ccccc1NC(=O)[C@H](C)N1CCN(C/C=C/c2ccccc2)CC1

***

No. 5
C23H29N4P2SbSe4Ti | the ωB97M-V functional and the def2-TZVPD basis

```
! RIJCOSX wB97M-V def2-TZVPD def2/J DEFGRID3
* xyz 0 1
Ti -0.6098 -0.2914 -0.2621
C -4.8580 -0.4531 3.4302
C -3.5355 -0.3167 3.8243
C -2.5087 -0.6962 2.9713
C -2.7992 -1.2016 1.7061
C -4.1321 -1.3724 1.3269
C -5.1522 -0.9939 2.1848
N -1.7554 -1.5109 0.8054
C -1.5772 -2.8582 0.4590
C -1.9769 -3.9592 1.2074
C -1.6794 -5.2347 0.7435
C -0.9893 -5.4212 -0.4463
C -0.5830 -4.3293 -1.2010
C -0.8911 -3.0581 -0.7421
N -0.5172 -1.8537 -1.3624
N -0.0162 -1.9655 -2.6099
C 0.5273 -0.8070 -2.9381
C 0.9942 -0.5622 -4.2664
C 1.6007 0.6166 -4.5497
C 1.7518 1.5936 -3.5264
C 1.2203 1.3424 -2.3023
N 0.5652 0.1860 -1.9941
H -5.6586 -0.1586 4.0959
H -3.3011 0.0749 4.8068
H -1.4690 -0.6321 3.2661
H -4.3526 -1.8137 0.3621
H -6.1832 -1.1261 1.8821
H -2.5053 -3.8223 2.1417
H -1.9837 -6.0929 1.3284
H -0.7595 -6.4231 -0.7834
H -0.0407 -4.4418 -2.1280
H 0.8621 -1.3456 -4.9986
H 1.9744 0.8184 -5.5448
H 2.2727 2.5219 -3.7097
H 1.2975 2.0555 -1.4893
C -0.1002 3.4446 0.5986
P -0.8762 1.9650 1.3454
C -0.5156 2.2540 3.1037
C -2.6616 2.4166 1.1798
C -3.0234 2.6667 -0.2912
P -2.3159 1.3760 -1.4044
C -3.7472 0.3571 -1.8750
C -1.8806 2.2358 -2.9445
H -0.2335 3.4634 -0.4839
H 0.9692 3.4064 0.8012
H -0.5245 4.3583 1.0210
H -0.8123 3.2650 3.3891
H 0.5564 2.1243 3.2540
H -1.0334 1.5294 3.7265
H -2.8652 3.3137 1.7715
H -3.2626 1.6054 1.5991
H -2.6358 3.6359 -0.6125
H -4.1063 2.6985 -0.4327
H -4.5043 0.9465 -2.3963
H -4.1810 -0.0677 -0.9696
H -3.4111 -0.4601 -2.5137
H -2.7589 2.7252 -3.3703
H -1.4912 1.5063 -3.6559
H -1.1060 2.9810 -2.7704
Se 5.2378 -1.1113 3.2612
Sb 3.5499 0.4797 3.5219
Se 1.5880 -0.9496 0.9276
Se 1.2555 -0.9859 3.2854
Se 2.8299 1.0803 0.9231
*
```

M = 908.93 g/mol
relative energy (zero: lowest compared OMol25 entry of this formula, charge and spin) = 0.0 kJ/mol
HOMO level (alpha / beta) = -0.258 / -0.258 Eh
gap between HOMO and LUMO (alpha / beta) = 6.371 / 6.374 eV

***

No. 6
C23H29NO2 | the ωB97M-V functional and the def2-TZVPD basis

```
! RIJCOSX wB97M-V def2-TZVPD def2/J DEFGRID3
* xyz 0 1
C -2.0786 -1.5610 0.5020
H -2.6209 -1.5741 1.4437
H -1.0775 -1.1785 0.6830
H -1.9932 -2.5840 0.1444
C -2.7963 -0.7002 -0.5516
N -2.8910 0.7225 -0.1854
C -3.4447 1.0073 1.1323
H -4.0085 0.1472 1.4893
H -2.6616 1.2319 1.8700
C -4.4168 2.1924 1.0269
O -5.3599 1.9734 0.0111
H -4.8722 1.5435 -0.7077
H -4.9675 2.3144 1.9626
H -3.8647 3.1251 0.8329
C -1.7417 1.5765 -0.4597
C -0.5667 1.3110 0.3620
C 0.3451 1.0690 1.1035
C 1.4462 0.7567 1.9876
H 1.0946 0.0717 2.7648
H 1.8156 1.6586 2.4820
C 2.6281 0.0555 1.2838
C 3.3831 0.9396 0.3028
C 3.0251 2.2477 0.0099
C 3.7807 2.9997 -0.8750
C 4.9025 2.4594 -1.4767
C 5.2627 1.1518 -1.1978
C 4.5076 0.4003 -0.3182
H 4.7864 -0.6284 -0.1265
H 6.1312 0.7149 -1.6687
H 5.4906 3.0501 -2.1632
H 3.4874 4.0162 -1.0928
H 2.1470 2.6885 0.4538
C 2.0941 -1.1784 0.5665
C 1.9398 -2.3653 1.2699
C 1.4316 -3.4904 0.6465
C 1.0751 -3.4401 -0.6896
C 1.2223 -2.2582 -1.3953
C 1.7216 -1.1291 -0.7705
H 1.8272 -0.2067 -1.3229
H 0.9495 -2.2160 -2.4397
H 0.6838 -4.3190 -1.1807
H 1.3156 -4.4074 1.2055
H 2.2257 -2.4002 2.3114
O 3.4936 -0.3083 2.3545
H 4.3020 -0.6834 1.9891
H -1.4721 1.5032 -1.5148
H -2.0587 2.6098 -0.2776
C -2.0500 -0.8576 -1.8812
H -2.4741 -0.2078 -2.6437
H -0.9912 -0.6450 -1.7636
H -2.1465 -1.8858 -2.2209
C -4.2247 -1.2262 -0.7701
H -4.1905 -2.2797 -1.0355
H -4.7050 -0.6822 -1.5803
H -4.8410 -1.1250 0.1180
*
```

M = 351.49 g/mol
relative energy (zero: lowest compared OMol25 entry of this formula, charge and spin) = 298.2 kJ/mol
HOMO level = -0.320 Eh
gap between HOMO and LUMO = 9.396 eV
structure (SMILES) = CC(C)(C)N(CC#CCC(O)(c1ccccc1)c1ccccc1)CCO

***

No. 7
C23H29NO5S | the ωB97M-V functional and the def2-TZVPD basis

```
! RIJCOSX wB97M-V def2-TZVPD def2/J DEFGRID3
* xyz 0 1
C 4.6107 3.3603 -1.1473
C 3.4763 2.6626 -0.4596
C 2.1786 3.1391 -0.5570
C 1.1420 2.4715 0.0741
C 1.3883 1.3248 0.7990
C 2.6885 0.8284 0.8919
C 3.7257 1.5047 0.2691
H 4.7433 1.1497 0.3349
O 2.8218 -0.3142 1.6394
C 4.0472 -0.9992 1.6885
C 4.3651 -1.7466 0.3835
H 4.5182 -1.0451 -0.4431
H 5.2476 -2.3744 0.5207
O 3.2814 -2.6055 0.0536
C 2.4126 -2.1558 -0.8653
O 2.5934 -1.1589 -1.5146
C 1.2212 -3.0865 -1.0111
C 0.1083 -2.4004 -1.8071
C -0.4604 -1.2289 -1.0040
N -0.8814 -1.6118 0.3263
S -2.4247 -2.2685 0.3671
O -2.6684 -3.1923 -0.7109
O -2.6515 -2.7392 1.7037
C -3.3881 -0.7889 0.0887
C -4.3671 -0.7557 -0.8819
C -5.0958 0.4092 -1.0544
C -4.8508 1.5314 -0.2731
C -3.8505 1.4860 0.7075
C -3.1295 0.3132 0.8788
H -2.3569 0.2385 1.6277
C -3.5597 2.6815 1.5604
H -4.4400 2.9639 2.1366
H -3.2817 3.5352 0.9434
H -2.7470 2.4707 2.2497
C -5.6524 2.7793 -0.4778
H -6.3846 2.6428 -1.2689
H -6.1767 3.0505 0.4376
H -5.0034 3.6124 -0.7450
H -5.8679 0.4477 -1.8090
H -4.5410 -1.6338 -1.4829
C 0.1187 -2.3174 1.0994
C 0.6745 -3.5287 0.3509
H 1.4567 -4.0041 0.9426
H -0.1341 -4.2443 0.1888
H -0.3728 -2.6288 2.0223
H 0.9233 -1.6160 1.3387
H -1.3372 -0.8157 -1.5078
H 0.2923 -0.4401 -0.9100
H -0.6906 -3.1174 -1.9988
H 0.4975 -2.0276 -2.7549
H 1.5817 -3.9658 -1.5588
H 3.9161 -1.7277 2.4936
H 4.8797 -0.3317 1.9423
H 0.5916 0.7961 1.2980
H 0.1314 2.8448 -0.0026
H 1.9771 4.0333 -1.1278
H 5.4874 3.4040 -0.5037
H 4.8855 2.8173 -2.0517
H 4.3309 4.3720 -1.4296
*
```

M = 431.55 g/mol
relative energy (zero: lowest compared OMol25 entry of this formula, charge and spin) = 23.8 kJ/mol
HOMO level = -0.316 Eh
gap between HOMO and LUMO = 9.294 eV
structure (SMILES) = Cc1cccc(OCCOC(=O)C2CCN(S(=O)(=O)c3ccc(C)c(C)c3)CC2)c1

***

No. 8
C23H30AgN6O4PSSe | the ωB97M-V functional and the def2-TZVPD basis

```
! RIJCOSX wB97M-V def2-TZVPD def2/J DEFGRID3
* xyz 0 1
Ag 1.0221 -0.2818 0.3778
Se -5.5812 3.3876 0.1144
N -3.9304 4.0663 0.1554
C -3.1335 3.1075 0.5356
C -1.6890 3.2552 0.6461
C -1.0294 4.4243 0.2632
C 0.3458 4.4564 0.3089
C 1.0255 3.3130 0.7263
N 0.4154 2.2036 1.1052
C -0.9240 2.1678 1.0768
C -1.5733 0.8962 1.4431
N -0.7898 -0.0852 1.9127
C -1.3175 -1.2829 2.1418
C -2.6624 -1.5668 1.9404
C -3.4879 -0.5521 1.5076
C -2.9443 0.7081 1.2619
C -3.7549 1.8324 0.8132
N -5.0464 1.7715 0.6526
H -1.6096 5.2700 -0.0807
H 0.8993 5.3331 0.0034
H 2.1094 3.2845 0.7334
H -0.6297 -2.0375 2.5052
H -3.0372 -2.5636 2.1232
H -4.5463 -0.7067 1.3445
C -2.2296 1.0067 -2.3011
C -1.0741 0.3989 -3.0871
C -0.0769 1.4829 -3.4855
C -1.5916 -0.3542 -4.3069
O -0.4687 -0.5337 -2.1728
P 1.0229 -1.1716 -2.3841
O 1.2932 -1.5757 -3.7787
O 1.9858 -0.2549 -1.6664
O 0.7473 -2.4222 -1.3777
C 1.4664 -3.6752 -1.4238
C 1.1517 -4.3363 -0.0885
C 2.9646 -3.4254 -1.5566
C 0.9366 -4.5101 -2.5825
H -2.8038 1.6935 -2.9258
H -1.8396 1.5595 -1.4431
H -2.8935 0.2177 -1.9419
H -0.5680 2.2262 -4.1174
H 0.7567 1.0491 -4.0383
H 0.3202 1.9772 -2.5964
H -2.0834 0.3349 -4.9970
H -2.3136 -1.1123 -3.9978
H -0.7618 -0.8460 -4.8120
H 1.5166 -3.7161 0.7329
H 1.6284 -5.3160 -0.0255
H 0.0727 -4.4666 0.0168
H 3.3202 -2.7962 -0.7391
H 3.1882 -2.9288 -2.5011
H 3.5004 -4.3763 -1.5266
H -0.1336 -4.6850 -2.4572
H 1.4463 -5.4755 -2.6112
H 1.1010 -3.9852 -3.5224
S 2.9831 -1.2035 1.9767
C 2.7866 -0.0822 3.2115
N 3.7990 0.3732 3.9834
C 3.3213 1.2098 5.0739
C 1.9087 1.5619 4.5784
N 1.6471 0.4966 3.6217
H 4.6818 -0.1063 3.9827
H 3.9474 2.0916 5.1988
H 3.2920 0.6629 6.0197
H 1.8859 2.5424 4.0933
H 1.1796 1.5545 5.3867
H 0.8558 0.5153 2.9761
*
```

M = 704.40 g/mol
relative energy (zero: lowest compared OMol25 entry of this formula, charge and spin) = 99.7 kJ/mol
HOMO level = -0.293 Eh
gap between HOMO and LUMO = 6.848 eV